Formula: C4H11NO2
Source: OMol25
Level of theory: ωB97M-V/def2-TZVPD

The LUMO energy comes out at 0.628 eV. The calculation puts the HOMO energy at -9.9027 eV. The calculation puts the largest force on an atom at 5.00 eV Å⁻¹. Its SMILES is CCCC(N)=O.O. The value obtained for the orbital gap is 10.53 eV. As for the spin multiplicity: 1. For the energy above the lowest of the compared OMol25 structures with the same formula, charge and spin, the calculation gives 166.3 kJ/mol.

Cartesian coordinates (Å):
C -0.1069 2.2498 3.2147
C -0.5088 1.4698 1.9004
C 0.5771 1.4509 0.8316
C -0.1904 0.5759 -0.3205
N 0.3013 0.8819 -1.6336
O -1.1581 -0.0597 -0.0606
H 0.5097 3.0277 2.7795
H 0.1579 1.6896 4.0436
H -1.0196 2.7533 3.5208
H -0.5016 0.3833 2.2662
H -1.4044 1.8954 1.3886
H 0.7491 2.5259 0.4577
H 1.4809 1.0168 1.1310
H 1.0427 1.4561 -1.7845
H 0.1403 0.1643 -2.2635
O 0.8014 -5.5411 -3.4311
H -0.0313 -5.8349 -3.1445
H 0.9944 -4.9213 -2.7837

Cartesian forces, eV/Å:
-2.348 1.581 -3.633
1.408 -1.328 2.120
-3.075 1.118 -2.021
3.079 3.620 -0.572
-3.249 -1.872 3.313
-0.402 -1.248 -0.671
0.846 0.286 1.145
1.411 -1.113 1.180
-0.141 0.267 0.230
-1.293 1.369 -0.974
0.342 -0.842 1.016
-0.023 -1.601 0.234
1.376 -0.693 0.402
2.481 1.659 -0.083
-0.410 -1.206 -1.691
0.841 -1.047 -2.038
-1.884 -0.972 0.248
1.040 2.022 1.795



Formula: C4H11NO2
Source: OMol25
Level of theory: ωB97M-V/def2-TZVPD

The LUMO energy comes out at 0.872 eV. The calculation puts the HOMO energy at -9.3019 eV. The calculation puts the largest force on an atom at 1.48 eV Å⁻¹. Its SMILES is CC[C@H](N)C=O.O. The value obtained for the orbital gap is 10.17 eV. As for the spin multiplicity: 1. For the energy above the lowest of the compared OMol25 structures with the same formula, charge and spin, the calculation gives 156.0 kJ/mol.

Cartesian coordinates (Å):
C -1.0775 2.2302 -0.6506
C -0.5693 0.8007 -0.4439
C -1.0186 0.0800 0.8553
N -1.1175 0.8612 2.0782
C -0.1320 -1.1266 1.1078
O 0.3239 -1.8058 0.2252
H -1.8858 2.5077 0.0104
H -0.2984 2.9806 -0.6826
H -1.4656 2.2092 -1.6730
H -0.9678 0.1885 -1.2429
H 0.5084 0.6767 -0.4408
H -1.9920 -0.3831 0.6449
H -2.0258 1.2661 2.2086
H -0.4002 1.5723 2.1230
H 0.1762 -1.3091 2.1531
O 3.6504 -3.5649 -2.2440
H 4.0108 -4.3361 -1.8475
H 4.2810 -2.8476 -2.1813

Cartesian forces, eV/Å:
0.092 -0.659 -1.124
-0.179 -0.541 0.895
-0.472 -0.142 0.079
0.274 -0.314 -0.130
0.777 0.149 -0.343
-0.196 -0.112 -0.029
-0.070 0.154 0.254
0.162 0.160 0.464
-0.252 0.437 0.136
0.301 -0.206 -0.238
0.262 0.449 -0.442
-0.132 0.225 0.255
-0.104 0.268 -0.008
-0.127 0.111 0.054
-0.342 0.027 0.191
-0.921 0.880 -0.746
0.684 -0.780 0.567
0.246 -0.106 0.165



Formula: C4H11NO2
Source: OMol25
Level of theory: ωB97M-V/def2-TZVPD

The LUMO energy comes out at 0.710 eV. The calculation puts the HOMO energy at -9.7143 eV. The calculation puts the largest force on an atom at 1.31 eV Å⁻¹. Its SMILES is CCNC(C)=O.O. The value obtained for the orbital gap is 10.42 eV. As for the spin multiplicity: 1. For the energy above the lowest of the compared OMol25 structures with the same formula, charge and spin, the calculation gives 59.0 kJ/mol.

Cartesian coordinates (Å):
C -0.0452 1.7792 1.3068
C -0.7901 0.5051 1.7123
N -0.7864 -0.5661 0.7144
C 0.3210 -1.1469 0.1771
C 1.5955 -1.1467 1.0046
O 0.2551 -1.8252 -0.8319
H 0.9904 1.7676 1.6420
H -0.1097 2.0243 0.2422
H -0.4864 2.6225 1.8449
H -1.8076 0.7129 2.0056
H -0.2792 0.0779 2.5822
H -1.5495 -0.5551 0.0460
H 1.4411 -0.6620 1.9588
H 2.4966 -0.7750 0.5455
H 1.6845 -2.2015 1.2657
O -1.1918 -0.2584 -5.7429
H -0.4205 0.3054 -5.6033
H -1.3178 -0.6580 -4.8700

Cartesian forces, eV/Å:
-0.377 0.564 0.390
1.150 -0.584 -0.049
-0.553 0.729 -0.405
0.597 -0.618 0.091
-0.945 -0.421 0.811
-0.092 0.344 -0.286
0.142 -0.201 -0.348
0.047 -0.261 0.125
-0.045 0.034 -0.051
-0.317 -0.050 -0.109
-0.361 0.276 0.146
0.063 -0.107 0.182
0.176 0.370 0.143
0.022 0.017 -0.459
0.481 -0.076 -0.199
0.191 0.044 0.482
-0.103 -0.045 -0.182
-0.077 -0.015 -0.283